Entry 1:
Molecular formula: C5H13NS
Method: DFT, ωB97M-V with the def2-TZVPD basis set

Geometry as XYZ:
```
20
Properties=species:S:1:pos:R:3:forces:R:3
C -1.412 -1.124 0.802 -0.21 -1.73 0.83
C -1.324 -0.852 -0.666 1.13 1.07 -0.11
C -0.132 -0.018 -1.152 1.18 -0.34 0.06
C 0.003 1.480 -0.891 -0.61 -0.15 -0.39
N 0.104 1.961 0.453 -0.81 -0.49 1.74
S 1.471 -0.883 -0.879 -0.02 0.10 0.20
C 2.068 -0.456 0.804 -0.43 -0.72 -0.56
H -1.356 -0.256 1.454 0.05 0.02 -0.11
H -2.354 -1.646 1.057 0.27 0.35 -0.19
H -0.632 -1.865 1.084 -0.21 0.66 0.00
H -1.260 -1.723 -1.282 0.02 -1.09 0.12
H -2.185 -0.379 -1.042 -1.42 0.94 -0.24
H -0.216 -0.078 -2.233 0.21 -0.02 -0.36
H 0.844 1.868 -1.454 0.13 -0.07 -0.22
H -0.894 1.909 -1.334 -0.22 0.32 -0.14
H -0.429 1.336 1.086 0.55 0.89 -0.51
H 1.037 2.022 0.834 0.00 -0.10 -0.30
H 1.331 -0.697 1.571 0.10 0.18 -0.07
H 2.894 -1.153 0.892 0.23 -0.02 0.26
H 2.443 0.551 0.893 0.06 0.21 -0.01
```
Forces are in eV/Å.

Computed properties:
Orbital gap in eV: 9.32
HOMO energy in eV: -8.449
Charge: 0
Spin multiplicity: 1
DFT total energy in eV: -17720.659

***

Entry 2:
Molecular formula: C5H13NS
Method: DFT, ωB97M-V with the def2-TZVPD basis set

Geometry as XYZ:
```
20
Properties=species:S:1:pos:R:3:forces:R:3
C 2.165 -0.513 -1.289 0.19 -0.62 0.33
N 1.019 -0.907 -0.503 -1.95 -0.17 0.67
C -0.106 0.031 -0.630 1.92 3.67 -0.69
C -1.444 -0.236 -1.333 0.41 -1.33 0.13
C -0.251 0.993 0.623 -0.86 -0.67 0.27
C -0.344 0.227 1.964 -0.38 0.57 -0.88
S -1.366 0.993 3.309 -0.27 -0.60 -0.44
H 2.996 -1.214 -1.157 -0.19 0.03 0.02
H 1.947 -0.431 -2.350 0.04 0.19 -0.36
H 2.490 0.444 -0.885 0.15 0.13 -0.25
H 0.624 -1.828 -0.611 0.77 -0.39 -0.37
H 0.304 0.833 -1.289 0.01 -0.64 -0.03
H -1.481 -1.156 -1.934 0.11 -0.35 0.72
H -2.186 -0.245 -0.527 -0.55 0.03 -0.81
H -1.583 0.469 -2.159 -0.43 0.52 0.82
H 0.586 1.688 0.612 -0.11 0.17 0.08
H -1.206 1.519 0.482 0.38 0.30 -0.04
H -0.822 -0.670 1.563 0.31 -0.52 1.24
H 0.647 0.154 2.390 0.06 -0.88 -0.15
H -1.989 -0.150 3.726 0.38 0.56 -0.24
```
Forces are in eV/Å.

Computed properties:
Orbital gap in eV: 9.52
HOMO energy in eV: -8.597
Charge: 0
Spin multiplicity: 1
DFT total energy in eV: -17719.658

***

For reference, energy above the lowest of the compared OMol25 structures with the same formula, charge and spin by record: 57.1 153.7 kJ/mol.